Record 1
{"formula": "C34H57EuN3O2SSi", "method": "ωB97M-V/def2-TZVPD", "s_squared": 12.08, "total_energy_ha": -3042.299857, "e_homo_ev": [-10.50, -10.58], "homo_lumo_gap_ev": [5.438, 8.145], "max_force_ha_per_bohr": 0.06849, "e_lumo_ev": [-5.0587, -2.4350], "charge": 1, "spin_multiplicity": 7, "species": ["O", "O", "C", "C", "H", "H", "H", "H", "H", "C", "C", "H", "H", "H", "H", "H", "C", "C", "C", "H", "H", "H", "H", "H", "C", "H", "H", "H", "H", "H", "H", "N", "C", "C", "C", "C", "H", "H", "H", "C", "H", "H", "H", "N", "C", "C", "C", "C", "H", "C", "H", "C", "H", "C", "C", "C", "C", "C", "C", "H", "C", "H", "C", "H", "C", "C", "Eu", "H", "H", "H", "H", "H", "H", "H", "H", "H", "H", "H", "H", "H", "C", "Si", "H", "H", "C", "C", "C", "H", "H", "H", "H", "H", "H", "H", "H", "H", "S", "C", "N"], "xyz": [[-2.35583, 1.34989, 2.14309], [-1.64067, 3.09856, 0.41424], [-3.51837, 0.68305, 2.64130], [-3.30147, -0.40384, 3.67173], [-4.01599, 0.26328, 1.75719], [-4.16317, 1.48131, 3.03702], [-2.63910, -1.19573, 3.30299], [-4.27151, -0.86528, 3.88408], [-2.90985, 0.00676, 4.60799], [-1.15668, 1.35104, 2.94656], [-1.07832, 2.54430, 3.86277], [-0.32981, 1.36255, 2.22087], [-1.07975, 0.40891, 3.51494], [-0.94599, 3.46516, 3.28234], [-0.21689, 2.43869, 4.53364], [-1.97914, 2.61911, 4.48380], [-0.62935, 3.95847, -0.15105], [-2.94683, 3.70503, 0.51119], [0.69599, 3.53644, 0.41480], [-0.85240, 5.00237, 0.12094], [-0.65829, 3.86465, -1.24974], [0.71442, 3.70091, 1.49952], [1.50134, 4.13379, -0.02262], [0.90579, 2.47583, 0.23706], [-3.03926, 4.62710, 1.69418], [-3.66464, 2.88310, 0.60531], [-3.16882, 4.24468, -0.42400], [-2.97495, 4.06392, 2.63022], [-4.00511, 5.13922, 1.67441], [-2.24723, 5.38093, 1.67479], [-1.57313, 1.50073, 0.40446], [1.56593, -2.60343, 0.42346], [2.56983, -3.40318, 0.04854], [3.36019, -3.19207, -1.09390], [3.37323, -2.05994, -1.92470], [2.90354, -4.60943, 0.89825], [1.99719, -5.11753, 1.25599], [3.50908, -4.30877, 1.76869], [3.47805, -5.32958, 0.30530], [4.48691, -1.91895, -2.93314], [4.86061, -0.88676, -2.97844], [4.14837, -2.21016, -3.93865], [5.31163, -2.57939, -2.64336], [2.42464, -1.13676, -1.87644], [1.16463, -2.48097, 1.77818], [-0.03323, -3.09460, 2.21810], [-0.85446, -3.93160, 1.28545], [-0.43230, -2.91683, 3.54009], [-1.35404, -3.40287, 3.88070], [0.33564, -2.15004, 4.42127], [0.01098, -2.02786, 5.45700], [1.52162, -1.55514, 3.98247], [2.12394, -0.95622, 4.66955], [1.95601, -1.72000, 2.67304], [3.25313, -1.12708, 2.21479], [2.26089, 0.01325, -2.68891], [1.54635, -0.06947, -3.91412], [1.28639, -1.40442, -4.54788], [1.09231, 1.10968, -4.50477], [0.53351, 1.04441, -5.44264], [1.34897, 2.34557, -3.91266], [0.97071, 3.26279, -4.37318], [2.11146, 2.42789, -2.74096], [2.34094, 3.40004, -2.29426], [2.58835, 1.27229, -2.12642], [3.37898, 1.33443, -0.85576], [0.12459, -1.39576, -1.22967], [-1.47848, -3.32282, 0.60403], [-1.54761, -4.55103, 1.87187], [-0.24399, -4.60507, 0.66699], [3.18599, -0.68206, 1.21172], [4.06415, -1.87339, 2.18961], [3.56359, -0.33850, 2.91351], [0.80854, -1.24866, -5.52691], [0.62576, -2.07805, -3.96488], [2.22923, -1.94792, -4.71677], [4.11976, 0.52797, -0.79012], [2.73658, 1.26476, 0.03696], [3.91545, 2.28977, -0.79386], [4.07746, -3.97567, -1.32917], [-1.22179, 0.57483, -0.32990], [-2.42551, 0.58973, -1.79707], [-0.17919, 0.87676, -0.54109], [-1.28059, -0.28671, 0.36120], [-4.16390, 0.62662, -1.09987], [-2.27390, -0.91953, -2.91796], [-2.13670, 2.11214, -2.85993], [-2.71813, 2.03510, -3.79256], [-1.08137, 2.22115, -3.14848], [-2.44661, 3.03966, -2.35708], [-4.51100, -0.39783, -0.90413], [-4.86229, 1.09691, -1.80693], [-4.22563, 1.17513, -0.15132], [-2.22965, -1.89554, -2.39718], [-1.42716, -0.85388, -3.62485], [-3.19566, -0.92828, -3.52355], [0.75184, -5.97482, -1.77376], [0.14637, -4.54884, -2.11289], [-0.29517, -3.44842, -2.32059]], "lowdin_charge": [-0.25, -0.28, -0.24, -0.07, 0.10, 0.12, 0.06, 0.09, 0.08, -0.25, -0.06, 0.10, 0.10, 0.06, 0.09, 0.09, -0.22, -0.24, -0.06, 0.12, 0.11, 0.09, 0.09, 0.04, -0.05, 0.10, 0.13, 0.06, 0.09, 0.08, 0.10, -0.05, -0.36, -0.03, -0.33, -0.02, 0.08, 0.10, 0.08, 0.00, 0.09, 0.09, 0.09, -0.07, -0.24, -0.23, -0.05, -0.06, 0.12, -0.08, 0.11, -0.05, 0.12, -0.22, -0.03, -0.27, -0.24, -0.05, -0.05, 0.12, -0.08, 0.12, -0.04, 0.12, -0.22, -0.04, 1.94, 0.06, 0.09, 0.04, 0.05, 0.09, 0.09, 0.09, 0.03, 0.08, 0.08, 0.07, 0.09, 0.11, -0.30, 0.45, 0.00, 0.02, -0.15, -0.23, -0.15, 0.05, 0.01, 0.03, 0.05, 0.05, 0.00, 0.00, 0.02, 0.07, 0.66, -0.98, -0.15]}



Record 2
{"formula": "C34H57GdN3O2SSi", "method": "ωB97M-V/def2-TZVPD", "s_squared": 16.83, "total_energy_ha": -3097.597832, "e_homo_ev": [-10.95, -8.17], "homo_lumo_gap_ev": [7.968, 2.501], "max_force_ha_per_bohr": 0.05852, "e_lumo_ev": [-2.9767, -5.6727], "charge": 1, "spin_multiplicity": 8, "de_lowest_kcal_mol": 33.4, "species": ["O", "O", "C", "C", "H", "H", "H", "H", "H", "C", "C", "H", "H", "H", "H", "H", "C", "C", "C", "H", "H", "H", "H", "H", "C", "H", "H", "H", "H", "H", "H", "N", "C", "C", "C", "C", "H", "H", "H", "C", "H", "H", "H", "N", "C", "C", "C", "C", "H", "C", "H", "C", "H", "C", "C", "C", "C", "C", "C", "H", "C", "H", "C", "H", "C", "C", "Gd", "H", "H", "H", "H", "H", "H", "H", "H", "H", "H", "H", "H", "H", "C", "Si", "H", "H", "C", "C", "C", "H", "H", "H", "H", "H", "H", "H", "H", "H", "S", "C", "N"], "xyz": [[-1.53924, 1.29583, 1.89399], [4.00663, 2.33383, 3.07405], [-1.55354, 2.74007, 1.39109], [-2.62280, 3.58616, 2.03078], [-1.74872, 2.69118, 0.31621], [-0.55175, 3.16823, 1.55782], [-3.60744, 3.42352, 1.56118], [-2.40942, 4.64520, 1.84302], [-2.66823, 3.42605, 3.11656], [-0.55073, 0.97022, 2.96354], [0.05190, 2.13286, 3.74230], [0.27151, 0.41101, 2.48308], [-1.05080, 0.29559, 3.69164], [0.93106, 2.54884, 3.22372], [0.46196, 1.72693, 4.68186], [-0.65316, 2.93081, 3.99033], [4.26501, 0.92237, 3.11277], [4.63238, 3.03785, 1.99459], [4.02356, 0.36220, 4.50424], [5.31486, 0.68300, 2.86313], [3.59509, 0.38278, 2.40640], [4.66416, 0.85054, 5.24378], [4.26158, -0.71128, 4.49920], [2.97600, 0.46194, 4.81354], [5.47132, 4.24599, 2.38366], [3.80961, 3.41329, 1.36828], [5.29297, 2.38485, 1.39299], [4.94387, 4.94945, 3.02507], [5.72525, 4.77542, 1.45791], [6.41036, 3.96415, 2.85995], [0.99066, 2.11458, -1.09752], [-2.44563, -0.46898, -1.67335], [-2.28966, -1.07480, -2.85089], [-1.32484, -2.04950, -3.09481], [-0.50918, -2.68144, -2.15293], [-3.17473, -0.72710, -4.02025], [-3.14593, 0.34434, -4.26107], [-4.21906, -1.03141, -3.85536], [-2.80594, -1.28125, -4.89396], [0.38440, -3.74779, -2.74233], [-0.11036, -4.73392, -2.72378], [1.35066, -3.81695, -2.23228], [0.56356, -3.51419, -3.80089], [-0.57761, -2.47310, -0.82966], [-3.50314, 0.48443, -1.49906], [-3.25712, 1.85910, -1.70560], [-1.99353, 2.36039, -2.34662], [-4.21325, 2.78161, -1.28139], [-3.96237, 3.84318, -1.32854], [-5.46966, 2.35034, -0.83277], [-6.25703, 3.07903, -0.62391], [-5.71520, 0.98547, -0.67870], [-6.66355, 0.62036, -0.26761], [-4.76603, 0.04104, -1.04866], [-5.07610, -1.42524, -0.92051], [-0.19029, -3.57236, 0.00726], [1.11331, -3.62415, 0.55176], [2.13115, -2.56565, 0.24024], [1.44509, -4.68977, 1.38057], [2.43355, -4.71673, 1.83313], [0.52319, -5.69836, 1.63443], [0.81669, -6.54115, 2.25407], [-0.75194, -5.64995, 1.09325], [-1.49443, -6.42068, 1.32798], [-1.11687, -4.62220, 0.23669], [-2.46945, -4.62532, -0.43298], [-1.66523, -0.64485, 0.54259], [-1.19428, 2.56040, -1.61043], [-2.19729, 3.31724, -2.85538], [-1.59426, 1.66946, -3.10028], [-4.70740, -2.01378, -1.77534], [-6.16932, -1.56302, -0.88242], [-4.68096, -1.86501, 0.01619], [2.76956, -2.39603, 1.11961], [1.67549, -1.60079, -0.02822], [2.80267, -2.84768, -0.59241], [-3.01610, -3.68077, -0.28350], [-3.08401, -5.42341, 0.00936], [-2.39986, -4.83005, -1.51543], [-1.22951, -2.39952, -4.12313], [1.94668, 1.87512, -0.59426], [2.90524, 1.29231, -2.11216], [2.34261, 2.74907, -0.05315], [1.75344, 1.06428, 0.12761], [3.13184, 2.99121, -2.93447], [1.53381, 0.32441, -3.02071], [4.31606, 0.21630, -1.46131], [4.44180, 0.36894, -0.37913], [5.29069, 0.42429, -1.92860], [4.09661, -0.85391, -1.59974], [2.13278, 3.41050, -3.13423], [3.67831, 2.96973, -3.88515], [3.62969, 3.70388, -2.26056], [0.53513, 0.70084, -2.75349], [1.48718, -0.73993, -2.76291], [1.59021, 0.37918, -4.12955], [-0.89195, -2.47737, 2.97519], [-2.33445, -2.13776, 2.36610], [-3.29780, -1.70406, 1.76869]], "lowdin_charge": [-0.39, -0.16, -0.19, -0.06, 0.07, 0.12, 0.07, 0.09, 0.08, -0.27, -0.06, 0.08, 0.10, 0.08, 0.09, 0.08, -0.29, -0.28, -0.08, 0.12, 0.11, 0.08, 0.08, 0.06, -0.07, 0.09, 0.12, 0.08, 0.08, 0.08, 0.00, -0.02, -0.29, 0.05, -0.30, 0.01, 0.10, 0.10, 0.09, 0.00, 0.11, 0.09, 0.09, 0.04, -0.26, -0.24, -0.03, -0.05, 0.12, -0.05, 0.12, -0.03, 0.13, -0.22, -0.04, -0.28, -0.26, -0.04, -0.05, 0.12, -0.06, 0.11, -0.04, 0.12, -0.23, -0.02, 1.46, 0.06, 0.10, 0.07, 0.08, 0.09, 0.04, 0.09, 0.05, 0.09, 0.06, 0.09, 0.09, 0.13, -0.19, 0.52, 0.02, 0.02, -0.18, -0.17, -0.17, 0.02, 0.03, 0.02, 0.04, 0.03, 0.03, 0.00, 0.01, 0.04, 0.73, -1.01, -0.08]}